Entry from OMol25: a cluster of 8 separate species, C16H48O8S5 in total in a non-equilibrium geometry (ωB97M-V/def2-TZVPD).

Results
strongest force on any atom: 7.8 eV/A
ΔE to the lowest compared entry with this formula, charge and spin: 4.1 kcal/mol
highest occupied orbital energy: -8.474 eV
Kohn-Sham gap: 8.545 eV

XYZ file:
```
77
Properties=species:S:1:pos:R:3:lowdin_charge:R:1
C -1.93 5.24 3.40 -0.084
C -2.14 4.09 2.47 -0.299
O -1.02 4.02 1.58 -0.114
H -2.68 5.21 4.00 -0.003
H -1.74 6.14 2.87 0.075
H -1.06 5.08 4.16 0.106
H -3.10 4.06 1.82 0.150
H -2.15 3.21 3.11 0.094
H -1.29 3.80 0.73 -0.025
C 1.37 1.56 -5.31 -0.107
C 1.72 2.99 -5.79 -0.313
O 0.63 3.33 -6.60 -0.067
H 2.36 1.12 -4.83 0.099
H 1.47 0.83 -6.09 0.045
H 0.60 0.97 -4.79 0.058
H 2.75 3.08 -6.23 0.121
H 1.68 3.80 -4.99 0.123
H 0.72 4.25 -6.70 0.048
C 0.90 -2.03 1.26 -0.104
C 2.26 -2.17 1.89 -0.301
O 3.17 -2.72 0.90 -0.146
H 0.80 -1.57 0.26 0.053
H 0.23 -1.36 1.89 0.088
H 0.56 -2.98 0.89 0.059
H 2.20 -2.76 2.92 0.145
H 2.82 -1.24 2.13 0.105
H 4.03 -3.11 1.28 0.123
C -1.75 0.33 0.05 -0.283
S -1.73 1.43 -1.38 0.890
O -1.89 2.85 -0.78 -0.561
C 0.00 1.22 -1.59 -0.318
H -2.72 0.10 0.28 0.002
H -1.37 0.36 1.01 0.004
H -1.72 -0.79 -0.40 0.094
H 0.41 2.10 -2.16 0.051
H 0.42 0.28 -2.35 0.134
H 0.36 1.21 -0.52 0.046
C 1.53 2.63 2.30 -0.261
S 1.78 3.95 3.58 0.880
O 2.51 3.38 4.87 -0.591
C 3.08 4.66 2.53 -0.241
H 2.31 2.03 2.44 -0.022
H 1.30 3.15 1.36 0.038
H 0.45 2.06 2.43 0.106
H 3.76 3.78 2.35 0.084
H 3.62 5.40 2.79 -0.029
H 2.56 4.83 1.62 0.035
C -1.86 -4.49 -3.62 -0.182
S -1.91 -3.69 -2.00 0.832
O -1.93 -2.22 -2.33 -0.578
C -3.58 -4.17 -1.48 -0.208
H -1.93 -5.47 -3.48 0.023
H -0.96 -4.28 -4.02 0.008
H -2.41 -3.74 -4.10 0.049
H -3.69 -5.19 -1.71 0.042
H -4.20 -3.66 -2.13 0.042
H -3.82 -4.16 -0.53 -0.001
C -3.10 -2.37 6.04 -0.240
S -2.92 -0.57 5.65 0.866
O -1.59 -0.22 6.40 -0.588
C -2.50 -0.85 3.88 -0.268
H -4.02 -2.60 5.45 0.062
H -3.40 -2.40 7.01 0.002
H -2.21 -2.88 5.66 0.060
H -1.89 -1.70 3.71 0.027
H -1.86 -0.02 3.42 0.069
H -3.37 -0.93 3.32 0.010
C 1.77 -3.10 -2.13 -0.292
S 2.93 -4.36 -2.88 0.852
O 2.01 -5.06 -3.84 -0.583
C 3.78 -2.96 -3.67 -0.299
H 2.43 -2.38 -1.73 -0.003
H 1.34 -3.67 -1.25 0.032
H 0.80 -2.61 -2.74 0.121
H 4.41 -3.45 -4.55 0.102
H 4.42 -2.47 -2.97 0.028
H 3.19 -2.14 -4.01 0.030
```


Entry from OMol25: a structure of composition C16H48OP2PtSi4 in a non-equilibrium geometry (ωB97M-V/def2-TZVPD).

Results
strongest force on any atom: 6.7 eV/A
net charge: +2
ΔE to the lowest compared entry with this formula, charge and spin: 55.3 kcal/mol
highest occupied orbital energy (alpha / beta): -12.011 / -13.130 eV
spin multiplicity: 5
Kohn-Sham gap (alpha / beta): 4.214 / 2.836 eV

XYZ file:
```
72
Properties=species:S:1:pos:R:3:lowdin_charge:R:1
Pt 1.47 -1.57 -3.12 0.906
H 0.77 2.17 0.13 0.005
H 0.84 1.40 0.04 -0.033
P 0.94 0.70 -3.87 0.725
P 2.23 -2.47 -1.11 0.684
C 1.08 -3.59 -0.22 -0.218
H 1.65 -4.39 0.28 0.091
H 0.53 -3.01 0.53 0.026
H 0.37 -4.05 -0.92 0.058
C 3.42 -3.58 -1.94 -0.268
H 4.25 -2.98 -2.33 0.063
H 3.83 -4.34 -1.27 0.074
H 2.92 -4.09 -2.77 0.043
C 3.22 -1.81 0.33 -0.192
H 2.54 -1.40 1.11 0.035
H 3.81 -2.65 0.78 0.092
H 3.91 -1.03 -0.03 0.056
C 1.56 0.33 -5.53 -0.275
H 1.30 1.14 -6.20 0.074
H 2.65 0.22 -5.47 0.062
H 1.12 -0.61 -5.88 0.046
C -0.81 1.20 -4.13 -0.196
H -1.19 1.70 -3.22 0.044
H -0.80 1.92 -4.97 0.086
H -1.43 0.33 -4.37 0.062
C 1.72 2.34 -3.49 -0.190
H 2.80 2.21 -3.34 0.064
H 1.52 2.99 -4.36 0.086
H 1.27 2.78 -2.58 0.043
C -0.32 -1.88 -2.63 -0.384
O -1.42 -1.95 -2.24 0.133
H 2.32 -0.38 -2.35 0.014
C -3.22 -2.12 0.64 -0.218
Si -2.16 -1.49 2.06 0.315
C -3.22 -0.59 3.34 -0.202
C -1.23 -2.86 2.93 -0.210
Si -0.72 0.12 1.15 0.490
Si -2.05 1.93 0.41 0.356
C -2.92 2.72 1.87 -0.192
C -0.96 3.26 -0.45 -0.247
C -3.26 1.25 -0.85 -0.233
Si 0.87 0.98 2.64 0.312
C 0.01 2.23 3.78 -0.211
C 1.58 -0.33 3.76 -0.214
C 2.37 1.93 1.92 -0.242
H -4.06 -2.69 1.07 0.048
H -2.65 -2.81 0.00 0.011
H -3.61 -1.32 0.01 0.005
H -3.74 -1.37 3.92 0.046
H -2.62 0.02 4.03 0.034
H -3.99 0.03 2.87 0.025
H -0.95 -3.66 2.23 0.020
H -0.32 -2.52 3.44 0.000
H -1.89 -3.30 3.68 0.046
H -2.22 3.18 2.59 0.019
H -3.57 3.52 1.48 0.049
H -3.56 2.01 2.40 0.013
H -0.53 2.87 -1.39 -0.020
H -1.54 4.16 -0.69 0.046
H -0.16 3.64 0.21 0.027
H -2.81 0.49 -1.50 0.000
H -4.13 0.81 -0.34 0.036
H -3.62 2.07 -1.49 0.040
H -1.02 1.96 4.06 0.020
H 0.63 2.25 4.68 0.041
H 0.00 3.24 3.32 0.038
H 2.59 -0.59 3.43 0.030
H 1.63 0.13 4.76 0.043
H 0.97 -1.24 3.85 -0.007
H 2.95 1.27 1.25 0.012
H 2.07 2.82 1.36 0.006
H 2.98 2.38 2.73 0.051
```


What did the second record say?
Entry from OMol25: a structure of composition C16H48OP2PtSi4 in a non-equilibrium geometry (ωB97M-V/def2-TZVPD).

Results
strongest force on any atom: 6.7 eV/A
net charge: +2
ΔE to the lowest compared entry with this formula, charge and spin: 55.3 kcal/mol
highest occupied orbital energy (alpha / beta): -12.011 / -13.130 eV
spin multiplicity: 5
Kohn-Sham gap (alpha / beta): 4.214 / 2.836 eV

XYZ file:
```
72
Properties=species:S:1:pos:R:3:lowdin_charge:R:1
Pt 1.47 -1.57 -3.12 0.906
H 0.77 2.17 0.13 0.005
H 0.84 1.40 0.04 -0.033
P 0.94 0.70 -3.87 0.725
P 2.23 -2.47 -1.11 0.684
C 1.08 -3.59 -0.22 -0.218
H 1.65 -4.39 0.28 0.091
H 0.53 -3.01 0.53 0.026
H 0.37 -4.05 -0.92 0.058
C 3.42 -3.58 -1.94 -0.268
H 4.25 -2.98 -2.33 0.063
H 3.83 -4.34 -1.27 0.074
H 2.92 -4.09 -2.77 0.043
C 3.22 -1.81 0.33 -0.192
H 2.54 -1.40 1.11 0.035
H 3.81 -2.65 0.78 0.092
H 3.91 -1.03 -0.03 0.056
C 1.56 0.33 -5.53 -0.275
H 1.30 1.14 -6.20 0.074
H 2.65 0.22 -5.47 0.062
H 1.12 -0.61 -5.88 0.046
C -0.81 1.20 -4.13 -0.196
H -1.19 1.70 -3.22 0.044
H -0.80 1.92 -4.97 0.086
H -1.43 0.33 -4.37 0.062
C 1.72 2.34 -3.49 -0.190
H 2.80 2.21 -3.34 0.064
H 1.52 2.99 -4.36 0.086
H 1.27 2.78 -2.58 0.043
C -0.32 -1.88 -2.63 -0.384
O -1.42 -1.95 -2.24 0.133
H 2.32 -0.38 -2.35 0.014
C -3.22 -2.12 0.64 -0.218
Si -2.16 -1.49 2.06 0.315
C -3.22 -0.59 3.34 -0.202
C -1.23 -2.86 2.93 -0.210
Si -0.72 0.12 1.15 0.490
Si -2.05 1.93 0.41 0.356
C -2.92 2.72 1.87 -0.192
C -0.96 3.26 -0.45 -0.247
C -3.26 1.25 -0.85 -0.233
Si 0.87 0.98 2.64 0.312
C 0.01 2.23 3.78 -0.211
C 1.58 -0.33 3.76 -0.214
C 2.37 1.93 1.92 -0.242
H -4.06 -2.69 1.07 0.048
H -2.65 -2.81 0.00 0.011
H -3.61 -1.32 0.01 0.005
H -3.74 -1.37 3.92 0.046
H -2.62 0.02 4.03 0.034
H -3.99 0.03 2.87 0.025
H -0.95 -3.66 2.23 0.020
H -0.32 -2.52 3.44 0.000
H -1.89 -3.30 3.68 0.046
H -2.22 3.18 2.59 0.019
H -3.57 3.52 1.48 0.049
H -3.56 2.01 2.40 0.013
H -0.53 2.87 -1.39 -0.020
H -1.54 4.16 -0.69 0.046
H -0.16 3.64 0.21 0.027
H -2.81 0.49 -1.50 0.000
H -4.13 0.81 -0.34 0.036
H -3.62 2.07 -1.49 0.040
H -1.02 1.96 4.06 0.020
H 0.63 2.25 4.68 0.041
H 0.00 3.24 3.32 0.038
H 2.59 -0.59 3.43 0.030
H 1.63 0.13 4.76 0.043
H 0.97 -1.24 3.85 -0.007
H 2.95 1.27 1.25 0.012
H 2.07 2.82 1.36 0.006
H 2.98 2.38 2.73 0.051
```


- Which of these has the highest strongest force on any atom?
  C16H48O8S5


- Which value of strongest force on any atom does entry 2 give?
  6.7 eV/A


- The lowest strongest force on any atom belongs to which entry?
  C16H48OP2PtSi4